No. 1
# C50H42AsF10O2PPt

C50H42AsF10O2PPt as an isolated structure at a distorted geometry (ωB97M-V/def2-TZVPD, the Open Molecules 2025 dataset).

Element x y z (Å)
Pt 0.50152 0.62384 0.18991
F -4.33523 7.27390 -0.46409
C -4.96203 6.09246 -0.60337
F -6.06599 6.14553 0.16544
F -5.36935 6.00179 -1.87796
C -4.07163 4.94510 -0.20442
C -3.41098 5.00919 1.01268
C -2.60036 3.96012 1.41916
C -2.46027 2.83578 0.61176
C -3.11834 2.79045 -0.61716
C -3.92997 3.83539 -1.02427
P -1.41436 1.39957 1.02795
C -2.62292 0.04124 1.12717
C -2.28580 -1.22210 0.65599
C -3.22369 -2.24491 0.68927
C -4.49544 -2.00389 1.18364
C -4.83848 -0.74777 1.66808
C -3.90216 0.27044 1.63385
C -5.50703 -3.11754 1.21564
F -6.76712 -2.65691 1.13794
F -5.42231 -3.83199 2.35465
F -5.33517 -3.98166 0.20055
C -0.95235 1.72482 2.77025
C -0.00959 2.72726 3.01462
C 0.48800 2.93123 4.28474
C 0.04470 2.12616 5.33151
C -0.89513 1.13943 5.10522
C -1.38828 0.93471 3.82090
C 0.59999 2.36358 6.70859
F 1.94037 2.47997 6.68647
F 0.29706 1.37504 7.56131
F 0.12568 3.50677 7.24393
H -3.53043 5.87793 1.64687
H -2.10119 4.01623 2.37541
H -3.00292 1.92246 -1.25642
H -4.44527 3.79114 -1.97313
H -1.29882 -1.41103 0.25261
H -2.96271 -3.22458 0.31210
H -5.83095 -0.56587 2.05641
H -4.17415 1.25066 2.00796
H 0.34989 3.34297 2.19776
H 1.22723 3.70006 4.46800
H -1.22863 0.51292 5.92055
H -2.08971 0.13179 3.64256
C 2.81672 -1.02063 2.09587
C 1.42681 -1.66344 2.06455
C 1.37599 -2.78422 1.01903
C 1.13868 -2.26586 3.44036
O 0.44988 -0.70124 1.80294
H 3.59312 -1.72384 2.40795
H 2.79958 -0.18265 2.79587
H 3.08428 -0.62504 1.10960
H 2.27294 -3.41083 1.04236
H 1.26424 -2.34737 0.02638
H 0.50341 -3.41886 1.19609
H 1.76362 -3.14289 3.62800
H 0.09037 -2.56487 3.48882
H 1.32741 -1.53267 4.22889
F 6.53704 2.29556 -0.95597
C 5.18433 2.31418 -0.93132
C 4.49436 2.08729 -2.10589
C 3.10901 2.08125 -2.06642
C 2.40943 2.32353 -0.88211
C 0.92202 2.33970 -0.83093
C 3.15356 2.55348 0.28005
C 4.54117 2.54572 0.26710
H 5.03762 1.91463 -3.02475
H 2.55875 1.90182 -2.98195
H 0.46693 2.39127 -1.82471
H 0.53689 3.17705 -0.24422
H 2.62953 2.73303 1.21197
H 5.12005 2.71699 1.16420
O 0.08821 -1.02648 -1.63133
As 0.79975 -1.82335 -2.90677
C 0.26309 -3.66185 -2.93282
C -0.87889 -4.08831 -3.60407
C -1.26928 -5.41714 -3.52178
C -0.53663 -6.30867 -2.75164
C 0.58444 -5.87630 -2.05751
C 0.99162 -4.55412 -2.15070
C 0.31583 -0.93976 -4.53994
C -0.10446 -1.57783 -5.69993
C -0.49441 -0.82128 -6.79789
C -0.45036 0.56283 -6.73818
C -0.01223 1.20036 -5.58457
C 0.35972 0.45096 -4.48009
C 2.71303 -1.84993 -2.84355
C 3.42441 -2.51572 -3.83955
C 4.80817 -2.52078 -3.80305
C 5.47724 -1.88426 -2.76158
C 4.76754 -1.23031 -1.76789
C 3.37926 -1.19585 -1.82079
H -1.47942 -3.38765 -4.16925
H -2.15129 -5.75303 -4.05046
H -0.84577 -7.34356 -2.68570
H 1.13926 -6.56657 -1.43604
H 1.86792 -4.21797 -1.60955
H -0.12109 -2.65758 -5.76207
H -0.83728 -1.31556 -7.69680
H -0.76983 1.14853 -7.59013
H 0.03031 2.28074 -5.54242
H 0.65143 0.93656 -3.55665
H 2.90154 -3.03163 -4.63775
H 5.36729 -3.02181 -4.58187
H 6.55886 -1.89445 -2.73220
H 5.28596 -0.73776 -0.95586
H 2.81461 -0.65627 -1.07053

Calculated values
- ΔE to the lowest compared entry with this formula, charge and spin (eV) = 1.489
- HOMO-LUMO gap (eV) = 7.0
- max |F| (eV Å⁻¹) = 1.55
- electronic energy (a.u.) = -5776.13783
- E_LUMO (eV) = -0.368

---

No. 2
# C34H29BF12O2S

A 2-piece molecular cluster, C34H29BF12O2S overall at a distorted geometry (ωB97M-V/def2-TZVPD, the Open Molecules 2025 dataset).

Element x y z (Å)
C 2.56917 2.73723 3.95516
C 2.42038 2.16665 2.56825
C 3.28773 0.90803 2.46132
O 1.03527 1.80016 2.40950
B 0.84573 1.89961 1.04546
C 0.29910 0.35292 0.29463
C -0.77054 0.02619 1.30581
C -0.69295 -1.02792 2.21698
C -1.65885 -1.18515 3.20733
C -2.72181 -0.29573 3.27184
C -3.71147 -0.38019 4.40289
F -3.39759 0.51929 5.39359
F -3.74300 -1.61361 4.98443
F -4.98474 -0.09156 3.99447
C -2.86222 0.73270 2.34781
C -1.86938 0.90343 1.39564
C -0.25511 0.70597 -1.05624
C 0.44264 1.55269 -1.92983
C -0.17611 2.08902 -3.05359
C -1.47529 1.70885 -3.36022
C -2.22871 2.41154 -4.45692
F -2.97474 1.53882 -5.19619
F -3.09216 3.34190 -3.93274
F -1.39784 3.07534 -5.31059
C -2.13216 0.73143 -2.62102
C -1.51010 0.23111 -1.48385
O 1.69294 2.72871 0.36413
C 2.64939 3.17317 1.36466
C 2.26109 4.60348 1.71482
C 4.02852 3.16356 0.74653
H 3.61025 3.03244 4.12060
H 1.92104 3.60277 4.11311
H 2.31434 1.97253 4.69443
H 4.33405 1.16317 2.68553
H 2.94651 0.17058 3.20035
H 3.24371 0.43341 1.46926
H 1.15232 -0.33418 0.26619
H 0.15233 -1.72193 2.15683
H -1.57621 -1.98816 3.93420
H -3.71860 1.39938 2.37489
H -1.94453 1.74001 0.69926
H 1.46954 1.83485 -1.70339
H 0.34380 2.80639 -3.68237
H -3.12077 0.38275 -2.91345
H -2.02584 -0.52971 -0.88994
H 2.97512 5.05123 2.41413
H 2.26452 5.20292 0.79607
H 1.25377 4.64844 2.15016
H 4.77002 3.46100 1.50075
H 4.29306 2.17402 0.35679
H 4.06531 3.88497 -0.07748
C 3.89444 -3.12256 1.36441
C 2.87376 -2.72796 0.36339
C 3.06890 -1.96651 -0.78093
C 1.91639 -1.91701 -1.61275
C 0.84368 -2.62234 -1.08809
C -0.44873 -2.78744 -1.70537
C -1.57427 -3.14630 -0.93892
C -2.82423 -3.13707 -1.53078
C -4.04316 -3.36330 -0.67715
F -4.53278 -4.63751 -0.80687
F -3.78143 -3.16383 0.65481
F -5.05392 -2.50175 -1.01665
C -2.98382 -2.92909 -2.90305
C -1.85931 -2.61412 -3.65834
C -1.96293 -2.35571 -5.14053
F -1.07049 -1.38522 -5.52775
F -1.67766 -3.47413 -5.87928
F -3.20468 -1.92610 -5.50430
C -0.60582 -2.53406 -3.08201
S 1.26481 -3.35231 0.43686
H 4.88197 -2.78155 1.03791
H 3.66637 -2.69284 2.34763
H 3.91439 -4.21677 1.46357
H 4.01669 -1.48631 -1.01434
H 1.85091 -1.39214 -2.56547
H -1.46199 -3.39172 0.11564
H -3.96180 -3.00175 -3.36870
H 0.25375 -2.26711 -3.69291

Calculated values
- ΔE to the lowest compared entry with this formula, charge and spin (eV) = 0.000
- HOMO-LUMO gap (eV) = 8.2
- max |F| (eV Å⁻¹) = 3.99
- electronic energy (a.u.) = -3085.11494
- E_LUMO (eV) = -0.360
- structure (SMILES) = CC1(C)OB(C(c2ccc(C(F)(F)F)cc2)c2ccc(C(F)(F)F)cc2)OC1(C)C.Cc1ccc(-c2cc(C(F)(F)F)cc(C(F)(F)F)c2)s1

---

No. 3
# C47H46BrClIrNO3P3Si

C47H46BrClIrNO3P3Si as an isolated structure (ωB97M-V/def2-TZVPD, the Open Molecules 2025 dataset).

Element x y z (Å)
Ir 0.01681 -0.31887 -0.56983
C -1.78822 -3.50165 -0.10309
Si -0.75937 -2.12429 0.68038
C -1.89089 -1.44334 2.02526
C -2.45409 -2.26523 3.00561
C -3.43336 -1.79261 3.86016
C -3.88771 -0.48444 3.73005
C -3.33027 0.35122 2.78012
C -2.31548 -0.11578 1.93917
P -1.41111 0.94061 0.76037
C -2.60708 1.97413 -0.17043
C -3.44970 2.84692 0.52678
C -4.28761 3.71333 -0.15081
C -4.25722 3.76814 -1.53878
C -3.38094 2.95478 -2.23504
C -2.56921 2.05003 -1.55784
C -0.73237 2.31251 1.75331
C -0.17312 3.36841 1.03082
C 0.14619 4.55632 1.66192
C -0.09077 4.70323 3.02450
C -0.61710 3.64827 3.75067
C -0.93919 2.45148 3.11905
C 0.73798 -2.92937 1.48247
C 0.78444 -4.21025 2.04168
C 1.92793 -4.66239 2.67797
C 3.04770 -3.83883 2.77452
C 3.02454 -2.57132 2.22258
C 1.87392 -2.12785 1.56870
P 1.77586 -0.44966 0.86469
C 1.88982 0.57561 2.36360
C 2.29511 1.91019 2.32586
C 2.48203 2.62235 3.49732
C 2.22371 2.02647 4.72438
C 1.75011 0.72619 4.77061
C 1.58936 0.00052 3.59834
C 3.38837 -0.32456 -0.00490
C 4.12626 0.84596 -0.16446
C 5.32939 0.83862 -0.85719
C 5.82134 -0.33793 -1.39827
C 5.10025 -1.51309 -1.24480
C 3.89635 -1.50400 -0.56087
H -2.44732 -3.93051 0.65522
H -1.18173 -4.31930 -0.49963
H -2.42025 -3.11878 -0.90192
H -2.12563 -3.29563 3.09564
H -3.85687 -2.44039 4.61683
H -4.67258 -0.11424 4.37635
H -3.69174 1.36583 2.70713
H -3.41651 2.89956 1.60614
H -4.93776 4.37537 0.40580
H -4.89081 4.46783 -2.06790
H -3.30135 3.04339 -3.31108
H -1.86750 1.45227 -2.11432
H -0.00159 3.24894 -0.03153
H 0.56662 5.37518 1.09165
H 0.14092 5.63845 3.51768
H -0.78510 3.75192 4.81498
H -1.35215 1.63711 3.69880
H -0.07978 -4.86237 1.97616
H 1.95415 -5.65716 3.10388
H 3.93849 -4.19196 3.27704
H 3.89728 -1.93304 2.29411
H 2.43148 2.41522 1.38195
H 2.81369 3.65097 3.45020
H 2.37356 2.58369 5.64003
H 1.51983 0.26190 5.72062
H 1.24335 -1.02245 3.65932
H 3.78389 1.78266 0.24155
H 5.88458 1.76117 -0.96392
H 6.76337 -0.34122 -1.93061
H 5.47345 -2.44142 -1.65811
H 3.35300 -2.43383 -0.45149
Br 3.24116 -3.63588 -5.54209
C 2.40981 -2.73783 -4.12016
C 2.66053 -1.39827 -3.89482
C 2.03618 -0.78124 -2.82713
N 1.18278 -1.41804 -2.01834
C 0.94205 -2.71408 -2.25462
C 1.53812 -3.41634 -3.28019
H 3.33543 -0.83491 -4.52216
H 2.21668 0.25785 -2.59732
H 0.24560 -3.20575 -1.59372
H 1.32095 -4.46543 -3.41976
Cl 0.96525 4.08501 -4.51417
C 0.97183 3.45082 -2.86084
C 0.52848 1.99265 -2.75575
O 0.79993 1.49471 -1.59812
O 0.01483 1.40214 -3.69358
H 0.29075 4.06227 -2.26945
H 1.97279 3.55833 -2.45006
C -4.17064 -1.15900 -2.42081
P -2.51725 -1.13006 -3.11938
C -2.55685 -0.01701 -4.51910
C -2.22481 -2.75488 -3.83735
O -1.47723 -0.80652 -2.08563
H -4.90578 -1.30069 -3.21452
H -4.36347 -0.21140 -1.91686
H -4.26210 -1.97310 -1.70145
H -3.08828 -0.49962 -5.34031
H -1.53383 0.22539 -4.80693
H -3.06222 0.91065 -4.26177
H -3.00653 -2.99922 -4.55694
H -2.20333 -3.51790 -3.06063
H -1.26250 -2.74161 -4.35122

Calculated values
- ΔE to the lowest compared entry with this formula, charge and spin (eV) = 0.612
- HOMO-LUMO gap (eV) = 8.9
- charge = +1
- max |F| (eV Å⁻¹) = 0.56
- electronic energy (a.u.) = -6551.24023
- E_LUMO (eV) = -2.221

---

No. 4
# CH4N2OS

CH4N2OS as an isolated structure at a distorted geometry (ωB97M-V/def2-TZVPD, the Open Molecules 2025 dataset).

Element x y z (Å)
C -1.61346 -0.09240 0.57605
N 1.42179 0.24398 -0.89347
N 1.15304 -0.47761 0.27248
O -0.02834 -1.12877 0.36529
S -2.72685 0.28064 -0.44820
H -1.45985 0.31367 1.61007
H 1.39828 -0.30280 -1.73612
H 0.76649 1.03887 -0.87700
H 1.08890 0.12441 1.13089

Calculated values
- ΔE to the lowest compared entry with this formula, charge and spin (eV) = 5.861
- HOMO-LUMO gap (spin up / spin down) (eV) = 7.5 / 7.5
- max |F| (eV Å⁻¹) = 3.56
- electronic energy (a.u.) = -623.24380
- E_LUMO (spin up / spin down) (eV) = -0.775 / -0.774